(1)
ORCA calculation (ωB97M-V with the def2-TZVPD basis set) on C22H26N4O5S as an isolated structure in a non-equilibrium geometry.

Output
Gap between HOMO and LUMO in eV: 6.92
Electronic energy in eV: -50246.5209
LUMO level in eV: 0.469
Energy relative to the best compared isomer or geometry (same formula, charge and spin) in eV: 25.261

Last column: natural (NBO) charge in e.
Geometry (Å):
C  1.731  0.140  5.219  -0.59
H  1.801  -0.798  5.406  0.21
H  0.700  0.577  5.420  0.22
H  2.507  0.798  5.819  0.21
C  2.034  0.661  3.892  -0.10
N  1.075  -0.298  3.031  -0.41
C  -0.245  -0.079  2.823  0.24
N  -0.719  -0.723  1.881  -0.36
N  0.215  -1.709  1.644  -0.32
C  1.188  -1.403  2.318  0.34
C  2.542  -2.312  2.152  -0.12
H  2.895  -2.385  3.298  0.18
O  3.605  -1.439  1.951  -0.51
C  3.737  -1.613  0.340  0.29
C  2.928  -1.994  -0.473  -0.37
C  3.154  -2.213  -1.794  0.30
C  4.261  -1.510  -2.139  -0.23
C  5.210  -1.044  -1.310  -0.21
C  4.896  -0.908  -0.154  -0.24
H  5.615  -0.708  0.664  0.22
H  6.218  -0.455  -1.722  0.22
H  4.621  -1.672  -3.408  0.20
O  2.190  -2.697  -2.753  -0.50
C  2.384  -2.812  -4.063  -0.12
H  2.609  -1.414  -4.617  0.03
H  1.454  -3.062  -4.502  0.22
H  3.265  -3.157  -4.138  0.16
H  1.923  -2.521  -0.345  0.28
H  2.314  -3.333  1.909  0.24
S  -1.082  1.450  3.368  0.26
C  -2.734  1.076  2.923  -0.68
H  -3.239  1.601  3.872  0.27
H  -2.849  -0.055  3.042  0.30
C  -3.283  1.595  1.836  0.66
O  -4.162  2.389  1.749  -0.53
N  -2.727  0.958  0.441  -0.68
C  -2.855  1.458  -0.733  0.20
C  -4.190  1.643  -1.169  -0.40
C  -4.224  2.098  -2.571  0.39
C  -3.155  1.604  -3.515  -0.32
C  -2.214  1.077  -2.878  -0.27
C  -1.856  0.663  -1.628  0.19
O  -0.683  0.356  -0.965  -0.49
C  0.296  -0.046  -1.722  -0.18
H  0.820  0.810  -2.518  0.11
H  -0.198  -0.738  -2.494  0.16
H  0.951  -0.393  -1.113  0.17
H  -1.447  0.952  -3.538  0.20
H  -3.338  2.031  -4.573  0.23
O  -5.240  2.596  -3.123  -0.49
C  -6.377  3.157  -2.278  -0.29
H  -6.026  3.892  -1.538  0.20
H  -7.247  3.729  -2.962  0.22
H  -6.935  2.209  -1.620  0.20
H  -4.992  2.106  -0.396  0.24
H  -2.083  0.130  0.731  0.45
H  3.054  0.263  3.467  0.23
H  1.907  1.471  3.556  0.17

***

(2)
ORCA calculation (ωB97M-V with the def2-TZVPD basis set) on a 2-piece molecular cluster, C22H27BF9N3O3 overall in a non-equilibrium geometry.

Output
Net charge: +2
Gap between HOMO and LUMO in eV: 4.84
Electronic energy in eV: -58984.3222
LUMO level in eV: -7.717

Last column: natural (NBO) charge in e.
Geometry (Å):
C  2.376  3.787  2.449  -0.60
C  2.766  3.527  0.968  -0.23
N  1.825  2.566  0.366  -0.65
C  1.538  2.827  -1.036  -0.05
O  0.588  1.776  -1.488  -0.56
C  -0.512  2.325  -2.034  0.74
O  -0.518  2.949  -3.010  -0.47
C  -1.857  2.033  -1.281  0.55
F  -2.830  1.688  -2.093  -0.28
F  -1.607  0.931  -0.496  -0.35
C  -2.229  3.169  -0.288  0.58
F  -1.099  3.552  0.307  -0.30
F  -2.968  2.617  0.685  -0.30
C  -3.020  4.372  -0.906  0.55
F  -2.990  4.402  -2.218  -0.27
F  -4.263  4.292  -0.435  -0.29
C  -2.482  5.759  -0.408  0.93
F  -3.273  6.680  -0.900  -0.29
F  -1.297  5.957  -0.966  -0.31
F  -2.453  5.854  0.883  -0.29
B  2.818  2.872  -2.026  0.97
O  3.427  1.763  -2.541  -0.84
C  3.385  4.297  -2.466  -0.77
C  4.758  4.643  -1.806  -0.60
H  2.551  2.884  3.044  0.20
H  2.991  4.626  2.798  0.22
H  1.330  4.111  2.513  0.21
H  2.779  4.496  0.461  0.21
H  3.763  3.061  0.993  0.19
H  2.112  1.604  0.507  0.35
H  1.009  3.786  -1.125  0.19
H  2.975  0.960  -2.242  0.48
H  3.399  4.399  -3.560  0.25
H  2.662  5.053  -2.114  0.21
H  4.900  4.205  -0.813  0.19
H  4.819  5.733  -1.698  0.22
H  5.567  4.305  -2.461  0.22
C  -1.711  -0.179  2.690  -0.42
N  -1.495  -1.557  2.186  -0.24
C  -2.179  -2.569  2.745  0.12
C  -2.039  -3.857  2.279  -0.21
C  -1.185  -4.122  1.211  0.03
C  -0.475  -3.054  0.670  -0.20
C  -0.644  -1.781  1.173  0.11
C  -1.048  -5.485  0.643  0.04
C  -1.326  -5.725  -0.700  -0.21
C  -1.151  -6.985  -1.230  0.12
N  -0.708  -7.994  -0.464  -0.24
C  -0.452  -7.801  0.841  0.10
C  -0.617  -6.561  1.416  -0.20
C  -0.477  -9.336  -1.054  -0.41
H  -1.491  -0.168  3.756  0.24
H  -2.750  0.084  2.503  0.25
H  -1.054  0.510  2.167  0.26
H  -2.845  -2.323  3.561  0.26
H  -2.619  -4.645  2.742  0.26
H  0.219  -3.202  -0.148  0.26
H  -0.110  -0.932  0.767  0.27
H  -1.685  -4.934  -1.346  0.27
H  -1.356  -7.199  -2.270  0.26
H  -0.103  -8.656  1.406  0.26
H  -0.383  -6.439  2.466  0.26
H  -1.073  -10.059  -0.502  0.25
H  0.585  -9.560  -0.969  0.25
H  -0.772  -9.331  -2.098  0.25

***

(3)
ORCA calculation (ωB97M-V with the def2-TZVPD basis set) on C22H27BrLuO as an isolated structure in a non-equilibrium geometry.

Output
Net charge: -1
Gap between HOMO and LUMO in eV: 7.36
Electronic energy in eV: -128966.6027
LUMO level in eV: 3.051

Last column: natural (NBO) charge in e.
Geometry (Å):
C  -2.130  -0.602  -2.606  -0.45
C  -2.299  -0.995  -1.242  -0.34
C  -2.344  0.186  -0.450  -0.24
H  -2.549  -2.006  -0.891  0.23
C  -2.147  1.313  -1.294  -0.39
C  -2.082  0.838  -2.630  -0.40
H  -1.979  1.472  -3.515  0.26
H  -2.105  -1.274  -3.472  0.26
H  -2.611  0.215  0.603  0.22
H  -2.139  2.359  -0.987  0.23
Lu  0.130  0.010  -1.843  1.60
Br  1.729  -2.035  -1.818  -0.54
C  1.614  0.915  -4.078  -0.46
C  0.518  1.744  -4.537  -0.33
C  -0.439  0.900  -5.155  -0.32
H  0.521  2.826  -4.607  0.21
C  0.018  -0.458  -5.065  -0.32
C  1.309  -0.440  -4.450  -0.33
H  2.002  -1.268  -4.471  0.24
H  2.586  1.284  -3.772  0.23
H  -1.304  1.221  -5.728  0.20
H  -0.438  -1.302  -5.568  0.21
C  1.331  2.220  0.048  -0.57
C  1.038  2.397  1.552  -0.22
C  -0.158  3.358  1.750  -0.60
C  0.835  1.121  2.360  -0.13
C  0.980  1.257  3.744  -0.21
C  0.887  0.165  4.606  -0.29
C  0.633  -1.081  4.026  -0.21
C  0.480  -1.244  2.651  -0.10
C  0.207  -2.654  2.116  -0.25
C  1.146  -3.702  2.680  -0.60
C  -1.236  -3.097  2.321  -0.60
C  0.483  -0.125  1.743  0.44
O  0.192  -0.207  0.459  -0.87
H  0.361  2.071  -0.501  0.19
H  2.052  1.394  -0.111  0.24
H  1.787  3.153  -0.310  0.21
H  1.931  2.900  2.004  0.19
H  -1.103  2.784  1.635  0.21
H  -0.124  3.812  2.753  0.21
H  -0.122  4.168  0.994  0.19
H  1.213  2.228  4.194  0.19
H  1.024  0.257  5.697  0.19
H  0.543  -1.974  4.648  0.19
H  0.396  -2.527  1.040  0.24
H  1.009  -3.880  3.737  0.19
H  0.970  -4.645  2.144  0.20
H  2.186  -3.401  2.516  0.21
H  -1.921  -2.321  1.969  0.21
H  -1.423  -4.011  1.740  0.20
H  -1.457  -3.316  3.371  0.19

***

(4)
ORCA calculation (ωB97M-V with the def2-TZVPD basis set) on an isolated molecule of C22H27ClN4O3S in a non-equilibrium geometry.

Output
SMILES: O=C(c1ccc(Cl)c(S(=O)(=O)N2CCCCCC2)c1)N1CCN(c2ccccn2)CC1
Gap between HOMO and LUMO in eV: 8.56
Electronic energy in eV: -58713.1069
LUMO level in eV: 0.363
Energy relative to the best compared isomer or geometry (same formula, charge and spin) in eV: 0.000

Last column: natural (NBO) charge in e.
Geometry (Å):
O  -1.525  0.039  2.041  -0.63
C  -1.725  1.024  1.350  0.68
C  -0.579  1.866  0.892  -0.16
C  -0.546  3.254  0.998  -0.15
C  0.562  3.962  0.573  -0.23
C  1.663  3.281  0.063  -0.01
Cl  3.017  4.140  -0.529  0.07
C  1.662  1.895  0.023  -0.37
S  3.120  1.010  -0.568  2.33
O  4.291  1.594  0.024  -0.93
O  3.055  0.947  -1.997  -0.94
N  2.857  -0.529  0.051  -0.69
C  3.607  -1.549  -0.657  -0.23
C  2.916  -2.910  -0.647  -0.39
C  2.562  -3.420  0.749  -0.41
C  1.449  -2.599  1.402  -0.40
C  1.943  -1.396  2.207  -0.42
C  3.014  -0.560  1.493  -0.24
C  0.541  1.195  0.415  -0.08
N  -2.977  1.420  1.005  -0.43
C  -3.288  2.297  -0.105  -0.24
C  -4.020  1.469  -1.189  -0.24
N  -3.647  0.076  -1.073  -0.42
C  -2.367  -0.243  -1.486  0.39
C  -1.881  -1.557  -1.445  -0.30
C  -0.615  -1.805  -1.931  -0.16
C  0.141  -0.760  -2.451  -0.30
C  -0.438  0.494  -2.474  0.07
N  -1.649  0.753  -2.010  -0.52
C  -4.189  -0.509  0.138  -0.22
C  -4.061  0.505  1.303  -0.25
H  -1.386  3.784  1.422  0.22
H  0.587  5.038  0.627  0.24
H  3.709  -1.199  -1.686  0.24
H  4.615  -1.641  -0.226  0.18
H  3.587  -3.620  -1.137  0.21
H  2.003  -2.846  -1.239  0.20
H  2.228  -4.456  0.651  0.21
H  3.449  -3.422  1.384  0.20
H  0.764  -2.255  0.625  0.20
H  0.874  -3.233  2.081  0.21
H  1.078  -0.775  2.446  0.23
H  2.370  -1.740  3.151  0.21
H  2.972  0.472  1.852  0.22
H  4.014  -0.942  1.737  0.19
H  0.540  0.120  0.349  0.25
H  -2.366  2.694  -0.525  0.24
H  -3.920  3.119  0.246  0.19
H  -5.104  1.530  -1.073  0.20
H  -3.740  1.825  -2.179  0.24
H  -2.487  -2.364  -1.065  0.22
H  -0.229  -2.815  -1.920  0.22
H  1.141  -0.903  -2.824  0.23
H  0.095  1.345  -2.876  0.20
H  -5.241  -0.768  -0.027  0.20
H  -3.639  -1.414  0.384  0.22
H  -3.833  -0.010  2.236  0.25
H  -4.975  1.091  1.424  0.20

***

no.,molar mass (Da)
1,458.5
2,563.3
3,562.3
4,463.0